Record 1
This record from the Open Molecules 2025 dataset describes a molecular structure, C30H25F6N7O11S3Zr. The level of theory is the ωB97M-V functional and the def2-TZVPD basis.

```
83
Properties=species:S:1:pos:R:3:forces:R:3
Zr -0.16560 -0.22038 -0.55572 0.0170 -0.0114 0.0596
S -0.72534 2.86531 1.29680 0.0122 -0.0608 0.0515
S -0.13926 -0.92299 -2.94783 0.0166 0.0510 0.0463
S -1.22016 3.02910 -1.43787 0.0129 -0.0026 -0.0165
F -3.76691 3.33563 -0.89282 -0.0032 -0.0119 -0.0028
F -2.16619 2.12683 3.33064 -0.0015 0.0033 -0.0053
F -2.91031 3.89874 2.32287 0.0110 -0.0087 0.0029
F -2.85741 4.97985 -1.96680 -0.0052 -0.0044 0.0043
F -3.18005 1.94476 1.42826 0.0013 -0.0005 0.0017
F -3.29067 3.12271 -2.99578 0.0086 -0.0037 0.0009
O -2.24502 -0.62271 -0.29098 -0.0140 0.0105 -0.0467
O -1.41213 1.57988 -1.39801 0.0062 0.0173 -0.0271
O 1.33135 1.06866 -1.10047 -0.0772 -0.0733 0.0547
O 0.08971 3.57613 2.21892 -0.0054 -0.0070 0.0068
O -0.38820 1.45280 1.08655 0.0121 0.0165 -0.0446
O 5.34664 2.81172 1.95032 0.0020 -0.0018 -0.0052
O -0.35185 3.57837 -2.41730 0.0051 0.0037 -0.0079
O -1.79041 -1.52676 2.60534 0.0293 -0.0404 0.0160
O -4.63407 0.41658 -0.60587 0.0415 0.0055 0.0020
O 3.27791 1.63579 -1.98008 0.0073 0.0010 -0.0073
O 0.08732 -0.97301 1.57241 0.0150 -0.0435 -0.0680
N -0.97553 3.65621 -0.01089 -0.0111 0.0192 -0.0110
N 1.79722 -1.64557 -0.45450 0.0119 -0.0010 -0.0059
N -1.17613 -0.50214 4.88956 -0.0032 -0.0146 0.0049
N -0.69174 -2.50140 -0.56540 0.0204 -0.0020 -0.0032
N 2.96584 -1.12862 3.00752 0.0069 0.0047 -0.0004
N -2.00187 -2.88201 -0.56497 0.0000 -0.0137 -0.0101
N 3.29379 2.58922 1.00605 0.0105 -0.0394 0.0345
C 4.10163 -1.78129 3.24242 -0.0102 0.0049 -0.0042
C 4.14854 -2.05374 -0.37425 0.0090 -0.0100 -0.0056
C 2.63252 -3.88894 -0.42836 0.0021 -0.0003 0.0011
C 1.46497 1.34857 -3.48517 -0.0242 -0.0116 0.0264
C -0.13029 -0.38299 3.88146 0.0041 -0.0187 0.0130
C -4.21309 -1.96617 -0.41732 0.0001 -0.0010 0.0126
C 5.44032 0.04272 2.49843 0.0034 0.0045 0.0035
C -2.75209 -1.82052 -0.42353 -0.0074 0.0759 0.0039
C -6.97527 -2.31813 -0.43947 -0.0014 -0.0042 -0.0051
C 3.93589 -3.41879 -0.37796 -0.0134 0.0079 0.0051
C 1.93053 2.31276 -4.37525 0.0139 0.0132 -0.0066
C 3.05285 -1.20389 -0.41743 0.0019 0.0176 0.0018
C -6.13965 -3.43196 -0.35196 -0.0016 0.0019 0.0030
C -0.60380 -0.99302 2.58381 -0.0349 0.0757 0.0053
C 4.26617 0.72996 2.22221 -0.0018 -0.0030 0.0065
C 0.31354 1.63471 -5.99789 0.0009 -0.0003 0.0113
C 0.20165 -3.40814 -0.52290 -0.0111 0.0148 0.0011
C 1.59249 -2.97641 -0.46758 0.0067 -0.0095 -0.0021
C 3.05987 0.09858 2.49363 -0.0287 -0.0418 0.0042
C 1.35909 2.46747 -5.62360 -0.0065 -0.0033 -0.0052
C -4.77565 -3.24706 -0.34563 -0.0017 -0.0059 0.0077
C -0.13388 0.64970 -5.13496 0.0138 0.0137 -0.0054
C 0.43354 0.48664 -3.87084 -0.0313 -0.0497 0.0135
C -5.06582 -0.85267 -0.50780 -0.0030 -0.0285 -0.0008
C -2.35972 2.71042 2.13402 -0.0162 0.0184 -0.0104
C -6.44854 -1.04779 -0.51858 -0.0032 -0.0013 0.0017
C 5.35812 -1.24319 3.00052 0.0073 0.0001 0.0022
C -2.90289 3.65936 -1.84703 -0.0035 0.0094 -0.0003
C 4.36308 2.13962 1.70292 -0.0055 0.0195 0.0181
C 2.11012 1.34842 -2.13745 0.0196 -0.0070 -0.0354
H -1.57517 0.39464 5.13073 -0.0034 -0.0061 -0.0041
H 4.00286 -2.78079 3.65225 -0.0005 0.0001 0.0009
H -0.07033 -4.45858 -0.50230 0.0047 -0.0023 -0.0017
H 2.41331 -4.94777 -0.44364 0.0017 -0.0005 -0.0010
H 1.71831 3.23506 -6.29574 0.0022 0.0030 0.0020
H -2.09905 -1.40030 3.54231 -0.0105 0.0265 -0.0100
H 0.13710 0.65232 3.65923 0.0011 -0.0089 -0.0026
H -6.55660 -4.42777 -0.29305 -0.0001 -0.0006 0.0011
H 3.19614 -0.13368 -0.44598 -0.0080 -0.0091 -0.0120
H -0.93083 -0.01870 -5.43380 -0.0001 0.0022 -0.0056
H -4.10268 -4.09095 -0.28525 -0.0018 0.0023 0.0007
H -0.15243 1.74579 -6.96875 -0.0001 -0.0011 -0.0015
H -7.08275 -0.17490 -0.59533 0.0016 0.0015 0.0014
H -3.65892 0.40790 -0.55496 -0.0047 0.0040 -0.0002
H -0.85149 -0.94793 5.73476 0.0079 0.0034 0.0042
H 6.24754 -1.81827 3.21984 -0.0027 -0.0027 0.0021
H 6.38802 0.53409 2.32024 -0.0013 0.0038 -0.0022
H 2.68769 1.93753 0.52880 -0.0180 0.0695 -0.0566
H -8.05008 -2.44834 -0.44988 -0.0009 -0.0004 0.0026
H 3.40893 3.48326 0.55528 0.0017 -0.0012 -0.0052
H 4.76794 -4.10974 -0.34924 0.0000 -0.0009 -0.0036
H 2.74072 2.95266 -4.05250 -0.0029 -0.0007 0.0006
H 2.11929 0.60613 2.30094 0.0257 0.0399 0.0063
H 5.14231 -1.63078 -0.34632 -0.0006 -0.0020 -0.0015
H 0.79502 -0.89778 4.14793 0.0046 0.0068 0.0013
```
Forces are in eV/Å.

Its strongest force on any atom is 0.12 eV Å⁻¹. As for the HOMO energy: -8.01 eV. The calculation puts the total energy at -4210.28150 Eh. The value obtained for the lowest unoccupied orbital energy is -0.040 Eh. The energy above the lowest of the compared OMol25 structures with the same formula, charge and spin is 0.000 eV. For the orbital gap, the calculation gives 6.9 eV.

Record 2
This record from the Open Molecules 2025 dataset describes a molecular structure, C30H25IN3O6S3W. The level of theory is the ωB97M-V functional and the def2-TZVPD basis.

```
69
Properties=species:S:1:pos:R:3:forces:R:3
W -0.76970 -0.39979 1.00153 -1.6634 -3.2045 -0.1342
I -2.28949 -4.35898 5.20309 -0.0462 -0.0774 0.0074
S 2.16665 -2.33747 0.73313 0.4186 0.0105 0.3789
S -2.75775 -0.34427 -0.53632 0.5013 0.1186 -0.1388
S 0.57855 1.91811 1.76507 0.2618 1.1867 0.8368
O -2.97631 2.29501 3.10301 0.2066 -0.5671 -0.9372
O 0.45918 0.10596 -0.49159 1.7206 -0.1411 -1.8428
O 0.63595 0.51925 2.30034 0.2496 0.3063 -0.2288
O 0.42142 2.93819 2.76177 0.2580 -0.1314 -0.2167
O -0.49573 1.90457 0.74608 0.3680 -0.0066 0.0937
O -2.09130 0.53073 2.08035 -1.1054 0.8636 1.5402
N -0.44336 -2.04623 -0.26190 -0.1905 0.3856 -1.1146
N 0.13728 -1.90462 -1.50564 0.6847 1.0962 -1.0130
N -2.11645 -2.21000 1.90948 -0.0140 -0.9578 0.2025
C 0.46331 -2.21076 0.88987 0.2391 0.2770 0.0243
C -3.38987 2.06803 0.79269 -0.5413 0.5511 -0.9405
C 2.14887 2.16947 0.99924 0.4947 -0.0751 -0.1683
C -1.08796 -1.68192 2.78773 -0.3334 0.3484 0.7203
C -2.73908 -4.36740 0.97113 0.1868 0.2493 0.1002
C 2.40001 -1.29455 -3.22886 -0.7753 0.3373 0.7307
C 4.67439 2.48923 -0.12321 -0.3293 -0.1829 0.2074
C 4.13592 1.21510 0.06409 0.3760 0.5530 -0.1220
C 2.66768 3.45007 0.81923 -0.5489 -0.2969 0.1909
C 2.82727 1.40624 -3.72110 0.5945 0.0657 -0.6262
C 0.06353 -4.54325 -0.18089 -0.0033 0.3653 0.0438
C 3.92291 3.60114 0.27154 0.3261 -0.2147 -0.2724
C -3.97754 3.34303 0.75299 0.2896 -0.4365 0.2478
C 3.35046 -0.90689 -4.14026 0.4123 0.3540 -0.5106
C 3.56499 0.44520 -4.41027 -0.2182 -0.1115 0.3560
C 1.89583 1.03709 -2.78167 -0.6433 -0.8572 0.4139
C -1.79774 -3.39159 1.18401 -0.2000 0.1856 -0.1245
C 1.64907 -0.32735 -2.52967 1.3372 0.7691 -1.2383
C -4.04960 -4.22434 1.41360 0.0712 0.2889 -0.0226
C -0.48454 -3.31375 0.50008 -0.1297 -0.0339 0.3458
C -3.46184 -2.05582 2.26440 -0.0611 0.3586 -0.0334
C -3.47053 1.25868 -0.36083 0.3860 -0.2878 0.8155
C 2.89643 1.05407 0.63885 -0.5860 0.1781 0.3344
C -4.39981 -3.00186 2.00645 0.1111 -0.1917 -0.1217
C -4.78390 2.96672 -1.46846 0.1420 -0.1365 0.1573
C 0.72401 -0.71957 -1.50386 -2.2442 -1.8239 2.3019
C -4.19539 1.71538 -1.45924 -0.2410 0.3517 -0.2020
C -4.65203 3.79500 -0.35566 -0.1950 0.1692 -0.3369
C -2.77445 1.65823 2.07376 -0.2160 -0.0066 1.0804
C 6.05477 2.66194 -0.68104 -0.0139 0.0338 0.0256
H 2.07706 4.29570 1.13524 -0.0010 0.1765 0.0323
H -0.56272 -4.83038 -1.02276 -0.1607 -0.0929 -0.0020
H 6.05607 3.36310 -1.51339 0.0417 0.0707 -0.1078
H -5.41781 -2.82159 2.31342 -0.0310 0.0903 0.1439
H 1.32017 1.77800 -2.24270 0.0336 -0.0028 0.1009
H 3.00317 2.45345 -3.93618 -0.0358 0.0360 0.0773
H -5.07868 4.78981 -0.36764 -0.0404 0.0325 0.0351
H 4.31466 0.74512 -5.13020 0.0262 0.0201 -0.0387
H -0.48888 -2.51376 3.18097 0.2357 0.5555 -0.4297
H 6.44552 1.70916 -1.02874 0.0892 -0.0442 -0.0444
H 6.72537 3.05439 0.08574 0.0813 -0.0040 -0.0179
H 2.49940 0.06666 0.83184 0.1491 -0.1498 -0.0831
H -3.88635 3.95781 1.63760 0.0167 -0.0127 0.0408
H -5.32884 3.30265 -2.34244 -0.0087 0.0016 -0.0220
H 1.05960 -4.31236 -0.55245 0.0016 -0.0141 0.0456
H -4.27046 1.06470 -2.31810 0.0042 -0.0278 -0.1136
H 3.95380 -1.65200 -4.64752 -0.0712 -0.0124 0.0043
H -2.44731 -5.26448 0.44894 0.1574 -0.0352 -0.0893
H 0.13804 -5.35366 0.53993 -0.0540 -0.0729 0.0541
H -3.69411 -1.14312 2.79321 0.1570 -0.0494 -0.0144
H -4.76470 -5.02108 1.29042 -0.0851 -0.0305 -0.0051
H 2.22601 -2.33430 -2.99744 0.0058 -0.0773 0.0640
H 4.69620 0.34007 -0.23048 0.0831 -0.1322 -0.0235
H -1.55396 -1.16879 3.63805 0.0742 -0.0190 -0.4196
H 4.34463 4.58887 0.14163 -0.0049 0.1315 0.0025
```
Forces are in eV/Å.

Its strongest force on any atom is 3.70 eV Å⁻¹. The multiplicity is 2. As for the HOMO energy (alpha / beta): -1.73 / -1.92 eV. The expectation value of S² is 0.826. The calculation puts the total energy at -3333.34888 Eh. The value obtained for the lowest unoccupied orbital energy (alpha / beta) is 0.144 / 0.144 Eh. The energy above the lowest of the compared OMol25 structures with the same formula, charge and spin is 0.426 eV. For the orbital gap (alpha / beta), the calculation gives 5.6 / 5.8 eV. As for the charge: -2.

> strongest force on any atom of number 2 (C30H25IN3O6S3W)?

3.70 eV Å⁻¹

> Which value of strongest force on any atom does entry 2 give?

3.70 eV Å⁻¹

> The lowest strongest force on any atom belongs to which entry?

C30H25F6N7O11S3Zr